(1)
C5H10O2 | ωB97M-V with the def2-TZVPD basis set

Each line ends with the Mulliken charge.
Geometry (Å):
H  1.67  1.57  -0.83  0.259
H  -0.09  1.39  1.81  0.370
C  -0.74  1.20  0.96  -1.598
H  -2.43  -0.39  -0.57  0.365
H  -1.16  0.26  -1.65  0.351
O  1.40  -1.58  -0.32  -0.555
C  0.94  -0.32  -0.11  0.498
H  -1.16  -1.47  -1.23  0.350
H  -1.78  1.26  1.29  0.416
H  -0.34  -1.97  1.13  0.380
H  2.89  0.37  -0.15  0.338
H  2.08  -1.09  -0.95  0.416
C  -0.49  -0.18  0.37  1.465
O  -0.73  -1.12  1.40  -0.591
C  1.88  0.57  -0.52  -1.313
H  -0.57  1.97  0.20  0.333
C  -1.37  -0.46  -0.85  -1.486

The energy above the lowest of the compared OMol25 structures with the same formula, charge and spin comes out at 284.7 kJ/mol. The SMILES is C=C(O)C(C)(C)O. For the LUMO energy, the calculation gives 0.8 eV. The calculation puts the electronic energy at -9440.0925 eV. As for the highest occupied orbital energy: -8.80 eV.



(2)
C5H10O2 | ωB97M-V with the def2-TZVPD basis set

Each line ends with the Mulliken charge.
Geometry (Å):
C  0.04  -1.06  0.87  -0.189
H  1.50  0.32  -1.49  0.358
H  0.69  -1.58  1.59  0.353
O  -1.28  -1.20  1.34  -0.567
H  1.57  0.48  0.88  0.358
H  1.15  -2.19  -0.75  0.239
C  -0.19  1.69  0.69  -1.516
H  -0.55  -1.84  -1.15  0.309
H  -1.26  1.58  0.47  0.353
C  0.55  0.38  0.50  0.446
H  -0.05  2.17  1.65  0.385
H  0.22  2.36  -0.06  0.308
C  0.58  0.01  -0.99  -0.043
H  -0.52  1.38  -1.86  0.332
O  -0.57  0.43  -1.71  -0.574
H  -1.89  -1.26  0.60  0.357
C  0.33  -1.47  -0.61  -0.911

The energy above the lowest of the compared OMol25 structures with the same formula, charge and spin comes out at 202.2 kJ/mol. The SMILES is C[C@@H]1[C@H](O)C[C@@H]1O. For the LUMO energy, the calculation gives 0.8 eV. The calculation puts the electronic energy at -9440.9470 eV. As for the highest occupied orbital energy: -9.74 eV.



Number 1: gap between HOMO and LUMO 0.3520 hartree. Number 2: gap between HOMO and LUMO 0.3884 hartree.